{"formula": "C48H55GeNNiOS3Si4", "method": "ωB97M-V/def2-TZVPD", "relative_energy_kcal_mol": 11.0, "total_charge": -1, "homo_lumo_gap_ev": [6.12, 7.19], "e_homo_ev": [-5.0, -5.2], "multiplicity": 2, "s_squared": 1.0419, "lumo_ev": [1.13, 2.03], "elements": ["Ni", "O", "C", "C", "C", "C", "C", "S", "C", "C", "C", "C", "S", "C", "C", "C", "C", "S", "H", "H", "H", "H", "H", "H", "H", "H", "H", "C", "Si", "C", "C", "Si", "Si", "C", "C", "C", "Si", "C", "C", "C", "H", "H", "H", "H", "H", "H", "H", "H", "H", "H", "H", "H", "H", "H", "H", "H", "H", "H", "H", "H", "H", "H", "H", "H", "H", "H", "H", "C", "Ge", "C", "C", "C", "C", "C", "C", "C", "C", "C", "C", "C", "C", "C", "C", "C", "C", "H", "H", "H", "H", "H", "H", "H", "H", "H", "H", "H", "H", "H", "H", "H", "N", "C", "C", "C", "C", "C", "C", "C", "C", "C", "H", "H", "H", "H"], "positions_angstrom": [[0.3483, -0.2111, 0.6516], [0.6432, -0.5772, 2.5530], [1.1434, 0.2040, 3.5915], [2.1471, 1.2623, 3.1169], [1.9794, 2.1407, 2.0946], [3.1024, 2.9844, 1.8815], [4.1109, 2.7248, 2.7582], [3.6985, 1.4619, 3.8366], [0.0071, 0.9191, 4.3165], [-0.1194, 2.2356, 4.6472], [-1.3258, 2.5193, 5.3506], [-2.0800, 1.4046, 5.5482], [-1.3389, 0.0136, 4.8821], [1.8848, -0.6598, 4.6163], [2.0194, -0.4552, 5.9589], [2.9099, -1.3766, 6.5744], [3.4384, -2.2544, 5.6772], [2.8528, -1.9751, 4.0961], [1.0615, 2.2185, 1.5367], [3.1551, 3.7376, 1.1070], [5.0706, 3.2129, 2.8272], [0.6165, 2.9787, 4.3739], [-1.6144, 3.5064, 5.6849], [-3.0394, 1.3322, 6.0365], [1.4933, 0.3316, 6.4825], [3.1403, -1.3861, 7.6306], [4.1271, -3.0623, 5.8700], [0.7473, -2.4740, -3.3179], [-0.9834, -2.3964, -2.5831], [-1.9635, -1.1650, -3.5918], [-1.8271, -4.0541, -2.9400], [-0.8846, -2.0293, -0.2470], [-3.0910, -2.3172, 0.5186], [-3.6937, -4.1038, 0.3761], [-4.2920, -1.2779, -0.5094], [-3.2404, -1.8679, 2.3389], [0.3529, -3.8463, 0.6388], [-0.2544, -5.5264, 0.0200], [0.0466, -3.8294, 2.4840], [2.1861, -3.7881, 0.2420], [0.6936, -2.4368, -4.4110], [1.2615, -3.3948, -3.0318], [1.3448, -1.6353, -2.9576], [-1.9753, -1.4956, -4.6356], [-1.4898, -0.1914, -3.5589], [-2.9976, -1.0532, -3.2563], [-1.7831, -4.2485, -4.0171], [-2.8805, -4.0323, -2.6504], [-1.3596, -4.8932, -2.4294], [-3.6198, -4.4963, -0.6393], [-4.7481, -4.1285, 0.6742], [-3.1460, -4.7731, 1.0416], [-4.8143, -1.9136, -1.2303], [-3.7936, -0.4889, -1.0716], [-5.0468, -0.8084, 0.1292], [-3.0250, -2.7385, 2.9640], [-4.2499, -1.5186, 2.5783], [-2.5363, -1.0887, 2.6174], [-1.3020, -5.7184, 0.2513], [0.3494, -6.2924, 0.5191], [-0.1162, -5.6524, -1.0532], [-0.9620, -4.1978, 2.7005], [0.1124, -2.8094, 2.8600], [0.7596, -4.4566, 3.0260], [2.3705, -3.9073, -0.8278], [2.6873, -4.6073, 0.7681], [2.6341, -2.8426, 0.5508], [-2.2557, 1.3854, 1.4556], [-1.4549, 1.4217, -0.3502], [-0.3896, 3.0971, -0.5277], [0.8517, 3.1820, -1.1586], [1.5002, 4.4018, -1.2973], [0.9266, 5.5587, -0.7894], [-0.3092, 5.4913, -0.1595], [-0.9609, 4.2710, -0.0396], [-2.9135, 1.9796, -1.5821], [-4.1893, 2.0722, -1.0894], [-5.2748, 2.5003, -1.8888], [-5.0717, 2.8491, -3.1891], [-3.7670, 2.8129, -3.7416], [-3.5293, 3.2023, -5.0833], [-2.2691, 3.1855, -5.6067], [-1.1823, 2.7718, -4.8069], [-1.3872, 2.3833, -3.5151], [-2.6840, 2.3847, -2.9363], [-2.4115, 2.3396, 1.9581], [-1.4941, 0.8119, 2.0098], [-3.1827, 0.8119, 1.4394], [1.3176, 2.2836, -1.5514], [2.4622, 4.4467, -1.7956], [1.4385, 6.5085, -0.8847], [-0.7698, 6.3908, 0.2311], [-1.9365, 4.2379, 0.4360], [-4.3881, 1.8113, -0.0577], [-6.2684, 2.5427, -1.4591], [-5.8964, 3.1704, -3.8153], [-4.3725, 3.5172, -5.6878], [-2.0994, 3.4881, -6.6325], [-0.1822, 2.7563, -5.2219], [-0.5483, 2.0478, -2.9223], [9.1050, 0.2143, -4.0605], [8.0801, 0.1330, -3.5433], [6.8002, 0.0325, -2.8993], [5.7003, -0.4565, -3.6040], [4.4686, -0.5478, -2.9851], [4.3054, -0.1523, -1.6504], [5.4221, 0.3302, -0.9525], [6.6545, 0.4238, -1.5681], [3.0377, -0.2272, -1.0001], [1.9732, -0.3340, -0.4125], [5.8196, -0.7625, -4.6350], [3.6141, -0.9317, -3.5256], [5.2968, 0.6303, 0.0802], [7.5117, 0.7978, -1.0239]], "forces_ev_per_angstrom": [[-0.18, -0.15, -0.08], [-0.01, 0.30, 0.07], [0.09, -0.14, -0.16], [0.05, -0.12, -0.09], [0.02, 0.12, 0.08], [0.02, 0.00, -0.08], [0.00, 0.02, 0.01], [-0.02, 0.02, -0.04], [0.09, 0.08, 0.07], [-0.06, 0.01, -0.07], [0.02, 0.00, 0.00], [-0.02, 0.02, 0.01], [0.02, -0.03, 0.00], [-0.12, -0.02, 0.00], [-0.07, -0.04, -0.01], [0.02, 0.00, -0.02], [0.02, -0.01, 0.03], [-0.08, -0.07, -0.16], [-0.14, 0.00, -0.18], [-0.04, -0.02, 0.02], [-0.01, -0.02, -0.01], [0.00, -0.01, 0.03], [0.00, -0.01, -0.01], [0.01, 0.00, -0.01], [0.02, 0.00, 0.00], [0.00, 0.00, -0.01], [-0.02, 0.01, -0.01], [-0.01, 0.01, 0.01], [0.00, -0.23, 0.10], [-0.09, 0.03, 0.03], [-0.01, 0.02, 0.01], [-0.13, 0.27, -0.47], [0.00, 0.00, 0.03], [-0.02, 0.01, 0.01], [0.02, -0.04, 0.01], [-0.04, -0.06, 0.02], [0.06, 0.10, 0.14], [0.04, 0.01, -0.09], [-0.11, -0.06, 0.11], [-0.01, 0.07, 0.08], [0.02, -0.01, 0.03], [0.00, 0.01, 0.02], [0.03, 0.03, 0.00], [-0.01, 0.00, 0.02], [0.02, 0.26, -0.04], [0.05, 0.00, 0.01], [0.00, 0.03, 0.02], [0.02, 0.03, -0.04], [-0.02, -0.02, 0.00], [0.00, 0.00, 0.04], [0.03, -0.02, -0.02], [0.00, 0.02, 0.01], [0.02, 0.00, -0.01], [-0.03, -0.03, 0.04], [0.00, -0.02, -0.03], [0.01, 0.02, -0.01], [0.01, -0.02, 0.00], [0.01, 0.02, 0.05], [0.00, 0.02, -0.01], [-0.03, 0.02, 0.02], [0.07, -0.03, 0.00], [0.03, -0.03, -0.03], [0.09, 0.08, 0.08], [0.00, 0.00, 0.00], [-0.02, 0.02, -0.01], [0.01, 0.02, -0.01], [0.00, 0.00, 0.01], [0.44, -0.13, -0.01], [0.35, -0.27, 0.22], [0.19, -0.05, 0.19], [-0.05, -0.06, 0.06], [0.06, 0.00, 0.02], [-0.04, 0.00, 0.02], [0.02, 0.02, -0.04], [0.02, 0.01, 0.04], [-0.03, -0.23, -0.14], [-0.02, 0.03, 0.00], [0.03, 0.03, 0.03], [0.01, 0.01, -0.01], [-0.03, 0.03, 0.00], [0.02, 0.01, -0.02], [-0.02, 0.02, 0.01], [0.00, 0.01, -0.01], [-0.11, -0.14, -0.06], [0.14, -0.05, 0.03], [-0.02, 0.10, -0.09], [-0.53, 0.24, 0.23], [0.04, -0.03, 0.09], [0.06, -0.04, 0.09], [-0.01, -0.01, 0.01], [-0.01, 0.00, -0.01], [0.00, 0.00, 0.01], [0.02, 0.00, 0.02], [-0.02, -0.05, 0.00], [0.00, 0.00, 0.00], [0.00, 0.00, 0.00], [0.00, 0.01, 0.00], [0.00, 0.00, 0.00], [0.00, 0.00, 0.00], [-0.02, -0.02, -0.03], [-0.03, 0.00, 0.02], [0.02, 0.00, -0.02], [0.02, 0.00, -0.01], [-0.02, -0.01, 0.02], [0.03, 0.01, 0.03], [0.00, 0.06, 0.06], [0.02, 0.02, 0.00], [-0.03, -0.01, 0.01], [-0.06, -0.20, -0.06], [0.00, 0.27, -0.14], [0.00, 0.00, 0.00], [-0.01, 0.01, -0.01], [0.00, 0.01, -0.02], [0.00, 0.00, 0.00]], "lowdin_charge": [0.176, -0.292, -0.597, -0.449, -0.135, -0.170, -0.422, 1.057, -0.469, -0.115, -0.189, -0.416, 1.065, -0.525, -0.150, -0.190, -0.422, 1.053, 0.089, 0.093, 0.056, 0.113, 0.093, 0.057, 0.116, 0.094, 0.057, -0.216, 0.345, -0.207, -0.213, 0.462, 0.353, -0.219, -0.217, -0.230, 0.362, -0.211, -0.223, -0.208, 0.029, 0.021, -0.004, 0.036, 0.001, 0.025, 0.030, 0.012, -0.004, 0.007, 0.031, 0.010, 0.031, -0.020, 0.029, 0.026, 0.033, -0.042, 0.008, 0.032, 0.005, 0.020, -0.007, 0.027, 0.018, 0.029, 0.009, -0.242, 0.957, -0.331, -0.139, -0.099, -0.103, -0.092, -0.110, -0.250, -0.128, -0.077, -0.045, -0.169, -0.047, -0.090, -0.072, -0.061, -0.175, 0.029, -0.031, 0.003, 0.088, 0.102, 0.094, 0.095, 0.096, 0.082, 0.099, 0.106, 0.105, 0.096, 0.103, 0.077, 0.132, -0.200, -0.251, -0.035, -0.022, -0.241, -0.017, -0.033, -0.133, -0.063, 0.114, 0.104, 0.115, 0.115]}